This record from OMol25 describes a cluster of 4 separate species, C14H36BO6 in total in a non-equilibrium geometry. The level of theory is ωB97M-V/def2-TZVPD.

Structure (XYZ):
```
57
Properties=species:S:1:pos:R:3:forces:R:3:lowdin_charge:R:1
C 0.214011 0.611773 1.544856 1.4 0.2 0.8 -0.1022
O 0.340367 -0.538611 0.634858 -1.9 1.5 -0.5 -0.2905
C -0.771786 -0.605148 -0.333834 -0.3 -0.7 -1.7 -0.1868
C -1.647870 -2.024597 -0.211099 1.7 -0.2 0.1 -0.1611
C -1.902692 -2.504192 1.332970 0.2 -0.1 0.4 -0.2141
C -3.117594 -1.740488 2.119256 -1.0 -1.0 0.5 -0.2220
C -4.249586 -1.044004 1.161943 -1.0 0.9 1.1 -0.1500
C -3.866251 0.544818 1.010542 1.3 -0.2 -0.3 -0.2979
C -4.551247 1.641593 2.053608 2.8 0.9 -2.1 -0.1444
O -4.482738 2.819857 1.158086 -2.2 -0.5 1.8 -0.1905
B -3.652541 2.580860 -0.071846 0.0 -1.5 2.1 -0.6604
O -3.934846 1.154778 -0.355703 -0.4 -2.3 2.3 -0.1287
H 1.328837 0.914683 1.844661 -2.6 -0.8 -0.6 0.0798
H -0.282023 1.564241 1.071782 0.6 -2.1 0.9 0.0994
H -0.314587 0.230836 2.517712 0.7 1.1 -1.7 0.0950
H -0.257364 -0.673442 -1.409172 -1.0 0.2 2.1 0.1168
H -1.449860 0.348818 -0.368396 1.2 -1.8 0.5 0.1131
H -2.599204 -1.986511 -0.890945 1.7 0.1 1.5 0.1073
H -0.934776 -2.847988 -0.700473 -1.5 1.6 1.1 0.1061
H -0.926300 -2.364139 2.002633 -1.9 -0.2 -1.8 0.1093
H -2.102336 -3.675657 1.331080 0.2 2.5 -0.1 0.1026
H -3.687452 -2.580489 2.748063 1.2 1.7 -1.2 0.0989
H -2.731492 -0.968297 2.943495 -0.8 -1.5 -2.1 0.1150
H -4.469647 -1.600989 0.157122 0.7 1.1 1.9 0.1071
H -5.270805 -1.076805 1.779565 2.0 0.0 -1.3 0.1048
H -2.736225 0.567619 1.394728 -2.0 0.1 -1.2 0.0951
H -5.574128 1.358193 2.548900 1.7 0.8 -1.1 0.1104
H -3.676724 1.871376 2.832742 -2.2 -0.8 -0.9 0.1208
H -3.733544 3.359948 -0.954628 -0.6 0.4 -0.6 0.0425
H -2.558154 2.510521 0.412280 1.7 0.6 0.0 0.0436
C 4.871495 1.157320 4.453910 0.2 0.0 0.2 -0.1016
C 3.595094 0.607748 3.851447 0.2 0.2 -0.2 -0.3255
O 2.868703 1.651165 3.218983 0.2 0.3 -0.1 -0.1079
H 4.645755 1.941097 5.184344 0.0 -0.2 -0.1 0.0755
H 5.441062 0.366017 4.949374 0.0 0.1 0.0 0.0708
H 5.499537 1.613202 3.681552 0.0 -0.1 0.0 0.0710
H 2.960703 0.172886 4.629414 -0.1 0.2 -0.2 0.1165
H 3.812954 -0.167559 3.110535 0.0 -0.2 0.1 0.1089
H 3.437550 2.025110 2.524294 -0.3 -0.2 0.3 0.0924
C 3.234597 -1.698328 -1.057505 -0.2 -0.1 0.2 -0.0844
C 3.460145 -0.446967 -1.880556 -0.2 -0.4 0.0 -0.3199
O 4.689114 -0.544730 -2.585150 0.5 -0.1 -0.5 -0.1006
H 4.053962 -1.843620 -0.345935 -0.1 0.1 -0.1 0.0733
H 2.293077 -1.636881 -0.504501 0.0 0.0 0.0 0.0588
H 3.209365 -2.584956 -1.699419 -0.1 0.1 0.0 0.0720
H 3.506639 0.433830 -1.233389 0.1 -0.1 -0.2 0.1148
H 2.651535 -0.301690 -2.603438 -0.2 0.0 0.2 0.0936
H 4.634417 -1.325056 -3.163176 0.0 0.4 0.4 0.0822
C 0.161451 1.134684 -6.097653 -0.2 0.2 -0.1 -0.0973
C 0.762583 0.443770 -4.891225 0.0 0.0 -0.3 -0.3388
O 0.626676 -0.963773 -5.020550 0.2 -0.5 -0.1 -0.0948
H -0.897745 0.877091 -6.200372 0.1 0.1 0.1 0.0800
H 0.254151 2.220961 -6.011297 0.0 -0.1 -0.1 0.0744
H 0.658690 0.810315 -7.017620 0.1 0.1 0.0 0.0679
H 0.248553 0.753920 -3.976693 0.1 -0.2 -0.1 0.1158
H 1.824832 0.686067 -4.789076 0.0 0.2 0.1 0.1012
H 1.093662 -1.230184 -5.831083 -0.3 0.1 0.5 0.0827
```
Forces are in eV/Å.

max |F|: 3.55 eV/A
frontier orbital gap: 6.119 eV
calculated total energy: -1031.16719 hartree
charge: -1
LUMO level: 2.37 eV


This record from OMol25 describes a cluster of 3 separate species, C14H36BO7S2 in total. The level of theory is ωB97M-V/def2-TZVPD.

Structure (XYZ):
```
60
Properties=species:S:1:pos:R:3:forces:R:3:lowdin_charge:R:1
C -1.675116 4.769768 -3.476211 0.0 -0.1 -0.1 -0.1450
C -1.540874 3.289260 -3.843032 0.2 0.0 0.1 -0.3186
C -1.258070 2.370868 -2.630225 0.0 -0.3 -0.5 -0.2470
B 0.237956 1.682436 -2.688374 0.1 0.3 0.5 -0.5222
C 0.812236 1.144205 -1.227336 0.1 0.1 -0.6 -0.2546
C 2.318382 0.892935 -1.299137 -0.3 0.0 0.1 -0.2638
C 2.884634 0.168146 -0.079474 0.2 -0.1 -0.1 -0.2047
C 4.373742 0.352481 0.124990 -0.1 0.1 -0.2 -0.2575
O 4.615898 1.655573 0.628937 -0.1 0.0 0.2 -0.1868
C 5.959462 1.914287 0.943210 -0.1 0.1 -0.2 -0.1285
H -2.679090 5.009026 -3.121739 0.0 0.0 0.1 0.0549
H -1.459585 5.425801 -4.322983 -0.1 0.1 -0.1 0.0496
H -0.967358 5.018989 -2.686370 0.1 0.0 0.1 0.0616
H -0.715049 3.196819 -4.551925 0.0 -0.1 0.0 0.0749
H -2.440158 2.967346 -4.374308 -0.1 0.0 -0.1 0.0837
H -2.025857 1.590980 -2.627880 -0.1 0.0 0.3 0.0550
H -1.386326 2.951661 -1.710517 0.0 0.0 0.1 0.0706
H 0.265069 0.746859 -3.507817 0.0 0.0 -0.1 0.0475
H 1.037561 2.561149 -3.069122 0.0 0.0 -0.1 0.0561
H 0.317507 0.215564 -0.926073 -0.1 -0.1 0.1 0.0463
H 0.619463 1.888322 -0.442690 0.0 0.0 0.1 0.0875
H 2.823501 1.848650 -1.444977 0.1 0.1 0.0 0.1028
H 2.512152 0.294990 -2.195177 0.2 0.0 -0.1 0.1026
H 2.365922 0.498726 0.821788 0.0 0.0 0.1 0.0923
H 2.699656 -0.904654 -0.192752 -0.1 -0.1 0.1 0.1112
H 4.791226 -0.384361 0.821949 0.0 -0.1 0.1 0.1089
H 4.878072 0.237083 -0.842887 0.1 -0.1 0.0 0.1231
H 6.386818 2.618787 0.226599 0.1 0.0 -0.1 0.0809
H 6.557369 1.001764 0.936016 0.1 -0.1 0.1 0.0757
H 6.013828 2.367965 1.932634 0.0 0.0 0.1 0.0781
O -1.838160 -0.841002 -1.297781 -0.2 0.2 0.2 -0.2537
S -2.496410 -1.878406 -2.014904 0.1 -0.2 -0.1 0.5614
O -3.488373 -1.573059 -2.998740 -0.1 0.0 0.0 -0.2726
O -3.121180 -2.910330 -0.959771 0.0 0.0 -0.1 -0.2688
C -3.837084 -2.329466 0.149126 -0.1 0.1 0.3 -0.2607
C -5.235380 -1.886864 -0.231782 0.0 0.0 -0.1 -0.0735
C -1.298187 -2.955870 -2.715975 0.0 0.0 -0.1 -0.1185
H -3.252083 -1.502444 0.554170 0.0 0.0 -0.1 0.1088
H -3.867229 -3.118930 0.898173 0.0 0.0 0.0 0.1192
H -5.209286 -1.046637 -0.923693 0.0 0.0 0.0 0.0747
H -5.778447 -1.581954 0.663791 0.0 0.0 0.0 0.0776
H -5.776261 -2.702734 -0.711906 0.0 0.0 0.0 0.0800
H -0.586275 -3.231386 -1.943591 0.0 0.0 0.0 0.0725
H -0.806249 -2.383858 -3.500560 0.0 0.0 0.0 0.0794
H -1.801698 -3.827188 -3.126070 0.0 0.0 0.0 0.0686
O -0.914964 -3.350413 4.363025 -0.1 -0.1 -0.1 -0.2847
S -0.489337 -2.148704 5.015712 0.3 0.1 0.0 0.5489
O -1.434300 -1.099553 5.236208 -0.1 0.0 0.0 -0.2764
O 0.796192 -1.588961 4.291809 -0.1 0.0 0.1 -0.2659
C 0.758189 -1.443528 2.841027 0.0 0.1 -0.5 -0.2309
C 0.054636 -0.187471 2.389841 -0.1 0.0 0.1 -0.0592
C 0.281475 -2.551607 6.546561 0.0 0.0 0.0 -0.1292
H 0.309758 -2.340413 2.412955 0.0 0.0 0.1 0.1130
H 1.806779 -1.420993 2.551911 0.0 0.0 0.1 0.1144
H -1.014128 -0.220481 2.600397 0.0 -0.1 0.0 0.0756
H 0.188294 -0.066108 1.314015 0.0 0.0 0.0 0.0595
H 0.469854 0.687079 2.890558 0.1 0.0 0.0 0.0908
H 1.027579 -3.320595 6.369968 0.0 0.0 0.0 0.0711
H -0.501686 -2.918671 7.205726 0.0 0.0 0.0 0.0720
H 0.730990 -1.650880 6.954681 0.0 0.0 0.0 0.0723
```
Forces are in eV/Å.

max |F|: 0.61 eV/A
frontier orbital gap: 6.553 eV
calculated total energy: -1902.89208 hartree
charge: -1
LUMO level: 2.04 eV


This record from OMol25 describes a structure of composition C14H36Cl2GeOPdS3Si3 in a non-equilibrium geometry. The level of theory is ωB97M-V/def2-TZVPD.

Structure (XYZ):
```
61
Properties=species:S:1:pos:R:3:forces:R:3:lowdin_charge:R:1
Pd -0.300044 0.653044 0.998146 -0.2 -0.6 0.7 0.0467
S -2.452449 -2.605808 3.200816 -0.2 -0.4 0.1 0.6505
C -1.568956 -1.483949 2.467293 -0.1 -0.2 0.2 -1.8901
S -0.972343 -0.046992 3.191226 0.1 0.3 -0.6 0.5733
S -1.056802 -1.547790 0.811790 0.3 0.7 0.1 0.5676
C 2.343917 -3.169352 -0.519442 -0.1 0.0 -0.3 -0.1866
Si 2.768951 -1.936129 0.783969 -0.6 -0.4 0.0 0.4966
C 4.574941 -1.724334 1.068982 0.3 0.5 -0.1 -0.1760
C 1.950287 -2.243796 2.396205 0.0 0.1 0.3 -0.1982
Ge 1.623404 0.185199 -0.454899 1.5 -0.1 -0.7 0.7152
Si 3.208542 0.152439 -2.453445 0.2 -0.1 0.7 0.4635
C 2.651865 -1.204382 -3.593108 -0.2 -0.1 -0.1 -0.1855
C 3.002514 1.889502 -3.092101 -0.1 0.2 -0.1 -0.1945
C 5.005151 -0.139284 -2.047299 0.2 0.0 -0.2 -0.2133
Si 3.236541 1.913098 1.036826 -0.9 0.5 0.1 0.5305
C 2.603849 3.532501 0.419075 0.0 0.1 -0.3 -0.1976
C 2.621727 1.517698 2.730524 0.0 -0.2 0.2 -0.2006
C 5.065074 1.847196 0.891070 0.3 -0.3 -0.4 -0.1770
H 2.473759 -4.170397 -0.094927 0.0 0.0 0.0 0.0581
H 2.985290 -3.075804 -1.397017 0.0 0.0 0.0 0.0277
H 1.305064 -3.073222 -0.840725 0.0 -0.1 0.0 0.0299
H 4.947180 -2.734769 1.274629 0.0 0.0 0.0 0.0659
H 4.774006 -1.107764 1.946332 0.0 -0.1 0.0 0.0348
H 5.133021 -1.325249 0.227646 0.1 -0.1 0.0 0.0035
H 2.106845 -3.300617 2.641850 0.0 0.0 0.0 0.0649
H 0.883791 -2.063754 2.367526 -0.1 -0.1 0.1 -0.0533
H 2.378392 -1.637865 3.195777 0.0 0.0 0.0 0.0405
H 1.655645 -1.565598 -3.345732 0.0 0.0 0.0 0.0174
H 3.350179 -2.042510 -3.558834 0.0 0.0 0.0 0.0341
H 2.624184 -0.831715 -4.620484 0.0 0.0 0.0 0.0472
H 2.013592 2.289412 -2.867891 0.0 0.0 -0.1 0.0178
H 3.130040 1.905571 -4.178096 0.0 0.0 0.0 0.0466
H 3.757249 2.550625 -2.659139 0.0 0.0 0.0 0.0294
H 5.196365 -1.188583 -1.820198 0.0 0.0 0.0 0.0255
H 5.371900 0.474193 -1.229384 0.1 0.0 0.0 -0.0094
H 5.603406 0.106615 -2.932224 0.0 0.0 0.0 0.0525
H 1.520514 3.588992 0.449967 0.0 0.1 0.0 -0.0482
H 2.920755 3.736143 -0.605147 0.0 0.0 0.0 0.0357
H 3.003687 4.322239 1.065065 0.0 0.0 0.0 0.0600
H 1.563189 1.257755 2.730548 0.0 0.0 0.1 -0.0300
H 2.752899 2.411302 3.350942 0.1 0.0 0.0 0.0593
H 3.162573 0.694051 3.200221 0.0 0.0 0.0 0.0362
H 5.406817 2.195142 -0.083248 0.0 0.1 0.1 0.0390
H 5.508945 0.873942 1.089095 0.0 0.1 0.1 0.0224
H 5.424851 2.551444 1.651243 0.0 0.0 0.0 0.0660
Cl -3.195505 1.299984 0.668759 -0.4 0.2 -0.1 0.6032
C -2.691184 2.959683 0.455120 0.0 -0.1 0.1 -0.8812
Cl -0.896409 3.142115 0.688505 -0.2 0.0 0.1 0.5789
H -3.169411 3.586330 1.196818 0.1 0.0 0.0 0.0399
H -2.905260 3.277631 -0.557411 0.1 0.0 0.0 0.0350
C -1.299387 -0.873026 -2.865149 0.1 0.0 0.0 -0.0391
C -0.817207 0.361951 -2.135043 0.0 0.0 0.0 -0.5332
C -1.084600 1.642173 -2.896953 0.0 0.0 0.0 -0.0427
O 0.607929 0.245845 -1.938283 -0.3 -0.1 0.0 -0.4844
H -2.383186 -0.840878 -2.984117 0.0 0.0 0.0 0.0949
H -1.044053 -1.775286 -2.306838 0.0 0.0 0.0 0.0672
H -0.842970 -0.934518 -3.855266 0.0 0.0 0.0 0.0907
H -1.315717 0.406173 -1.163397 0.0 0.0 0.1 0.0259
H -0.543931 1.633848 -3.845585 0.0 0.0 0.0 0.0918
H -0.756702 2.513507 -2.325449 0.0 0.0 0.0 0.0633
H -2.150011 1.740129 -3.112835 0.0 0.0 0.0 0.0918
```
Forces are in eV/Å.

max |F|: 1.62 eV/A
frontier orbital gap (alpha / beta): 5.408 / 4.721 eV
calculated total energy: -5818.25171 hartree
ΔE to the lowest compared entry with this formula, charge and spin: 64.19 kcal/mol
multiplicity: 2
charge: +1
expectation value of S²: 1.040
LUMO level (alpha / beta): -4.95 / -5.65 eV


This record from OMol25 describes a structure of composition C14H37F6NO11S2V in a non-equilibrium geometry. The level of theory is ωB97M-V/def2-TZVPD.

Structure (XYZ):
```
72
Properties=species:S:1:pos:R:3:forces:R:3:lowdin_charge:R:1
V -32.933375 -11.939739 -9.282239 0.1 -0.4 0.6 0.6077
C -30.011187 -10.305586 -11.896970 -1.9 -1.7 -0.4 -0.5780
F -29.435341 -9.933450 -10.796441 1.7 1.3 0.2 0.1273
F -31.132716 -9.513274 -12.010447 1.2 -1.0 -0.6 0.0855
F -29.260373 -10.218301 -13.044240 -0.9 0.3 2.0 0.1037
S -30.398018 -12.216428 -11.456220 0.2 -0.9 -3.1 0.7330
O -31.580160 -12.556695 -12.257037 1.1 0.5 1.2 -0.3572
O -29.136364 -12.927891 -11.850159 -2.8 1.6 1.1 -0.3432
N -30.926569 -12.192053 -9.758449 1.4 0.3 -3.0 -0.4101
S -29.639510 -12.777105 -9.029321 1.6 -1.3 1.2 0.5950
O -29.576358 -14.241593 -9.071817 -0.5 1.6 0.8 -0.3140
O -28.388061 -12.126390 -9.405305 -1.2 0.0 1.2 -0.3224
C -30.118609 -12.174489 -7.212064 1.9 -3.4 -2.3 -0.6407
F -30.175906 -10.893705 -7.189022 -0.4 1.5 0.6 0.1866
F -31.249765 -12.775821 -6.828331 0.5 0.6 0.5 0.1219
F -29.063713 -12.620951 -6.457247 -1.2 0.6 0.0 0.0901
O -34.160144 -12.271329 -7.596735 -0.3 0.3 0.8 -0.3984
H -33.863566 -12.546483 -6.707434 -0.1 0.2 -1.2 -0.0368
C -33.668791 -12.643773 -3.978781 1.7 0.6 0.1 -0.0991
C -35.061030 -12.571463 -3.528740 -1.5 -1.9 0.7 -0.3412
O -35.034492 -12.170676 -2.182102 0.0 1.6 1.3 -0.0753
H -33.160658 -13.438597 -3.432754 0.0 -0.4 -0.5 0.0833
H -33.130924 -11.784062 -3.579159 -0.1 0.5 -0.2 0.0832
H -33.486160 -12.652741 -5.053334 -0.1 -0.4 0.3 0.0513
H -35.454169 -13.571288 -3.344634 -0.2 -0.6 -1.5 0.1066
H -35.791264 -12.047948 -4.145834 0.3 0.5 -0.1 0.1079
H -35.795633 -12.562649 -1.747779 0.0 0.2 0.1 0.0817
C -32.710160 -7.230029 -8.701202 0.6 -1.4 -1.2 -0.0559
C -31.806095 -8.512561 -8.834194 -1.6 -0.1 0.9 -0.2239
O -32.635088 -9.709105 -8.799849 1.0 0.2 -1.0 -0.1780
H -32.055975 -6.371673 -8.854065 -0.2 0.3 0.6 0.0680
H -33.301835 -7.263033 -7.786362 0.5 0.3 0.1 0.0441
H -33.442203 -7.211050 -9.508566 0.0 -0.1 -0.2 0.0726
H -31.176815 -8.528805 -7.944343 0.4 -0.1 -0.1 0.0997
H -31.186034 -8.563828 -9.729176 -0.3 0.2 0.1 0.0915
H -33.149062 -9.711639 -7.989027 -0.7 0.3 0.6 0.0218
C -34.182938 -8.061501 -5.152542 0.1 -2.0 -2.0 -0.0585
C -34.455798 -9.551960 -5.604996 -1.7 0.8 0.5 -0.2646
O -34.644023 -9.670924 -7.033338 0.5 1.9 1.4 -0.1168
H -34.294738 -7.889889 -4.081956 0.5 -0.2 -0.1 0.0707
H -34.939041 -7.480153 -5.680205 0.1 0.2 0.0 0.0700
H -33.212308 -7.918224 -5.627359 0.2 1.0 0.7 0.0560
H -35.421945 -9.751318 -5.141412 -0.2 -0.6 0.1 0.0942
H -33.751945 -10.300656 -5.241491 0.3 0.3 0.0 0.0913
H -34.817709 -10.600835 -7.196774 0.2 -1.3 -0.4 0.0164
C -33.168875 -16.317536 -6.105895 -1.9 1.0 0.1 -0.0467
C -34.294498 -15.799949 -5.135812 1.0 -0.8 0.1 -0.2999
O -35.174267 -16.863397 -4.775303 0.1 -0.3 0.5 -0.0869
H -33.660520 -16.108481 -7.055993 0.9 -0.2 -0.6 0.0492
H -32.966688 -17.385967 -6.030590 -0.2 0.1 0.3 0.0726
H -32.252515 -15.750353 -5.942514 -0.1 0.1 -0.4 0.0711
H -34.911599 -14.981987 -5.507618 0.4 0.1 -0.5 0.1050
H -33.752755 -15.405588 -4.276106 -0.5 -0.3 0.5 0.0796
H -36.058079 -16.737340 -5.128266 0.2 0.3 -0.1 0.0760
C -38.868388 -12.239657 -7.805545 0.5 -0.5 0.0 -0.0969
C -37.435959 -11.759805 -7.701655 0.0 -0.7 0.8 -0.3535
O -36.612792 -12.793146 -8.199659 -1.7 0.0 -0.8 -0.1081
H -39.066489 -12.286458 -8.876373 -0.7 0.2 0.1 0.0730
H -39.575781 -11.692210 -7.182663 -0.1 0.4 -0.5 0.0667
H -38.903356 -13.263694 -7.433747 0.1 -0.1 0.0 0.0666
H -37.158426 -11.631435 -6.655428 -0.1 0.4 0.4 0.0960
H -37.313323 -10.795451 -8.194682 0.2 0.1 -0.3 0.1096
H -35.703263 -12.554500 -8.006236 1.5 0.0 0.4 -0.0315
C -33.325485 -15.897618 -11.385847 1.4 0.3 1.6 -0.0557
C -32.700676 -15.551696 -10.005436 -0.7 0.2 -0.3 -0.2630
O -33.244477 -14.295579 -9.565676 0.5 0.4 0.1 -0.1556
H -32.881500 -15.165167 -12.059997 -0.3 -0.2 -0.3 0.0677
H -34.407855 -15.778895 -11.335830 0.0 -0.4 -0.2 0.0721
H -32.954984 -16.901301 -11.594309 -0.5 -0.1 -0.5 0.0694
H -31.612010 -15.533863 -10.056338 -0.1 0.7 -0.1 0.1041
H -32.902747 -16.242830 -9.187143 -0.3 -0.5 -0.3 0.0914
H -34.152325 -14.472356 -9.308467 -0.2 0.2 0.2 0.0805
```
Forces are in eV/Å.

max |F|: 4.50 eV/A
frontier orbital gap (alpha / beta): 4.433 / 9.280 eV
calculated total energy: -3777.47000 hartree
ΔE to the lowest compared entry with this formula, charge and spin: 27.98 kcal/mol
multiplicity: 5
charge: -1
expectation value of S²: 6.005
LUMO level (alpha / beta): 2.22 / 2.22 eV